Entry 1:
Computed, not measured: a structure of composition C31H40AsAuN2O2PSSi, with ωB97M-V/def2-TZVPD.

Output
Kohn-Sham gap (spin up / spin down)   3.5804 / 3.6088 eV
Charge   +1
E_LUMO (spin up / spin down)   -0.188 / -0.187 Ha

Positions of all 80 atoms, in Å:
Au 0.77 -0.30 0.40
O 0.37 -1.08 4.47
C 0.40 -1.23 3.27
O 1.15 -0.55 2.46
C -0.49 -2.34 2.66
P -0.59 -2.27 0.84
C -2.34 -2.03 0.47
C -3.07 -2.71 -0.50
C -4.39 -2.38 -0.73
C -4.99 -1.35 -0.01
C -4.25 -0.63 0.92
C -2.93 -0.97 1.16
C 0.23 -3.80 0.33
C 1.56 -3.84 0.75
C 2.36 -4.93 0.45
C 1.84 -5.98 -0.30
C 0.52 -5.93 -0.73
C -0.29 -4.85 -0.42
H -1.48 -2.28 3.10
H -0.05 -3.30 2.94
H -2.62 -3.51 -1.08
H -4.96 -2.92 -1.47
H -6.02 -1.10 -0.19
H -4.70 0.18 1.46
H -2.36 -0.39 1.89
H 1.97 -3.02 1.33
H 3.38 -4.96 0.80
H 2.46 -6.83 -0.54
H 0.12 -6.75 -1.32
H -1.32 -4.86 -0.74
S 3.40 0.15 0.24
C 3.69 1.79 -0.12
N 3.31 2.74 0.77
C 3.50 4.06 0.58
C 4.11 4.51 -0.55
C 4.54 3.57 -1.50
C 4.34 2.23 -1.28
H 2.87 2.40 1.62
H 3.16 4.72 1.36
H 4.26 5.57 -0.71
H 5.02 3.91 -2.41
H 4.67 1.48 -1.99
C -1.87 1.10 -1.78
Si -0.94 2.46 -0.82
C -1.97 4.04 -0.97
C 0.76 2.87 -1.57
N -0.52 1.82 0.72
C -1.05 2.15 1.94
C -0.35 1.91 3.14
C -0.91 2.17 4.38
C -2.18 2.72 4.47
C -2.87 3.04 3.31
C -2.33 2.76 2.07
H -1.79 1.24 -2.86
H -2.93 1.11 -1.52
H -1.47 0.12 -1.52
H -1.80 4.50 -1.95
H -1.69 4.77 -0.21
H -3.04 3.85 -0.89
H 0.69 3.09 -2.64
H 1.46 2.05 -1.42
H 1.17 3.76 -1.09
H 0.65 1.52 3.07
H -0.35 1.93 5.27
H -2.63 2.89 5.44
H -3.84 3.51 3.38
H -2.89 2.97 1.17
C 1.42 0.48 -3.43
As 1.03 -0.74 -1.97
C -0.38 -1.80 -2.77
C 2.51 -1.97 -2.17
H 1.59 -0.14 -4.31
H 2.32 1.06 -3.20
H 0.59 1.16 -3.60
H 0.03 -2.36 -3.61
H -1.19 -1.17 -3.13
H -0.79 -2.50 -2.05
H 2.33 -2.62 -3.03
H 2.62 -2.58 -1.27
H 3.43 -1.41 -2.32

---

Entry 2:
Computed, not measured: a structure of composition C31H40BrN5O2RuSeSi3, with ωB97M-V/def2-TZVPD.

Output
Kohn-Sham gap (spin up / spin down)   4.7494 / 6.4409 eV
Charge   +2
E_LUMO (spin up / spin down)   -0.277 / -0.274 Ha
2S+1   5

Positions of all 84 atoms, in Å:
Ru -0.13 0.04 1.33
C -0.88 -3.63 3.18
O -0.81 -2.24 3.58
Si 0.46 -1.19 3.81
C 1.85 -2.24 3.12
C 0.61 -0.91 5.67
C 0.44 0.59 2.93
Si 2.10 1.52 2.94
C 1.96 3.36 2.38
C 3.55 0.97 1.86
C 2.69 1.43 4.71
Si -1.36 1.53 2.98
C -1.23 3.19 3.99
C -2.53 1.95 1.55
C -2.41 0.48 4.10
H -1.34 -4.21 4.01
H 0.09 -4.06 2.98
H -1.52 -3.68 2.29
H 1.83 -3.20 3.70
H 2.83 -1.77 3.36
H 1.78 -2.50 2.04
H 0.01 -1.68 6.18
H 0.18 0.06 6.01
H 1.70 -0.97 5.97
H 1.94 3.37 1.28
H 2.89 3.86 2.72
H 1.09 3.93 2.78
H 4.00 0.05 2.30
H 4.34 1.75 1.83
H 3.22 0.70 0.85
H 1.88 1.57 5.44
H 3.41 2.27 4.87
H 3.21 0.51 5.02
H -0.76 4.01 3.39
H -0.66 3.11 4.93
H -2.26 3.52 4.29
H -2.56 3.07 1.40
H -3.57 1.66 1.76
H -2.27 1.48 0.60
H -2.02 0.50 5.15
H -2.43 -0.58 3.79
H -3.44 0.90 4.08
Br 3.41 -0.68 -7.57
C 1.92 -1.60 -6.95
C 1.78 -1.85 -5.56
C 0.61 -2.40 -5.05
C -0.42 -2.73 -5.94
C -0.33 -2.41 -7.33
C 0.84 -1.89 -7.82
N -1.63 -3.24 -5.57
N -1.81 -3.87 -4.47
C -2.01 -3.19 -3.26
C -1.81 -4.01 -2.13
C -1.55 -3.53 -0.89
C -1.42 -2.14 -0.65
O -0.73 -1.77 0.39
C -1.95 -1.21 -1.73
N -2.14 0.10 -1.43
C -2.54 0.91 -2.41
C -2.83 0.47 -3.71
C -2.67 -0.87 -4.04
C -2.22 -1.78 -3.04
H 2.64 -1.60 -4.92
H 0.48 -2.58 -4.00
H -1.23 -2.60 -7.89
H 0.97 -1.77 -8.90
H -1.85 -5.09 -2.31
H -1.33 -4.22 -0.09
H -2.64 1.95 -2.12
H -3.22 1.19 -4.41
H -2.95 -1.21 -5.02
Se 1.52 -0.63 -1.44
N 0.94 0.68 -0.27
C 0.86 1.88 -0.89
C 0.19 3.02 -0.41
C 0.16 4.13 -1.24
C 0.73 4.15 -2.52
C 1.32 3.05 -3.10
C 1.42 1.86 -2.28
N 1.80 0.70 -2.79
H -0.29 3.05 0.58
H -0.29 5.05 -0.89
H 0.69 5.11 -3.02
H 1.71 3.06 -4.10